[1]
Below is a cluster of 2 separate species, C10H16BBrN3O in total, with properties calculated with ωB97M-V with the def2-TZVPD basis set.

## Properties
Electronic energy: -3228.80965 a.u.
E_HOMO: -13.721 eV
Strongest force on any atom: 0.0154 Eh/bohr
Total charge: +1
Frontier orbital gap: 8.7 eV

```
32
Properties=species:S:1:pos:R:3:forces:R:3
C -0.102 3.667 -3.325 -0.04 -0.06 0.18
B 0.090 2.191 -2.882 0.08 -0.21 -0.16
O -0.304 1.152 -3.673 -0.55 0.54 0.19
C 0.778 1.836 -1.470 -0.16 0.09 0.07
C 1.742 2.707 -0.912 -0.06 -0.05 -0.07
N 2.352 2.490 0.224 -0.01 -0.01 0.11
N 1.994 1.389 0.866 -0.08 -0.12 -0.13
C 1.102 0.480 0.478 0.14 0.10 0.10
C 0.838 -0.672 1.390 -0.31 0.02 0.10
C 0.783 -2.054 0.728 0.30 -0.10 0.25
C 1.879 -2.343 -0.295 -0.05 -0.14 0.05
Br -1.004 -2.400 0.019 -0.11 0.07 -0.16
C 0.471 0.711 -0.745 -0.01 0.02 -0.13
H -0.141 4.349 -2.474 0.12 0.09 -0.02
H 0.683 4.013 -4.002 0.01 0.03 -0.07
H -1.056 3.743 -3.847 0.06 0.05 -0.18
H -0.857 0.485 -3.258 0.41 -0.44 -0.09
H 2.027 3.615 -1.424 0.08 0.05 0.05
H 2.474 1.257 1.749 0.08 0.06 0.03
H -0.125 -0.482 1.870 0.01 -0.03 0.11
H 1.569 -0.689 2.201 0.14 0.00 -0.08
H 0.869 -2.770 1.539 -0.18 -0.05 0.01
H 1.515 -2.999 -1.080 0.00 -0.01 -0.04
H 2.695 -2.870 0.197 0.11 0.12 0.01
H 2.279 -1.444 -0.761 -0.02 0.04 -0.07
H -0.252 -0.012 -1.095 -0.01 -0.07 0.05
C -4.133 -2.651 3.086 -0.08 -0.03 0.05
C -2.905 -2.378 3.820 0.04 0.01 -0.08
N -1.927 -2.158 4.378 0.13 0.07 -0.07
H -4.886 -1.905 3.332 -0.01 0.00 0.00
H -3.937 -2.623 2.016 0.00 0.00 0.00
H -4.511 -3.636 3.352 -0.01 0.00 0.00
```
Positions in Å, forces in eV/Å.

***

[2]
Below is a structure of composition C23H14Cl5NO3S2SbSe4W in a non-equilibrium geometry, with properties calculated with ωB97M-V with the def2-TZVPD basis set.

## Properties
2S+1: 2
<S²>: 0.756
Electronic energy: -14175.77126 a.u.
E_HOMO (alpha / beta): -7.939 / -7.914 eV
Strongest force on any atom: 0.0330 Eh/bohr
Relative energy (zero: lowest compared OMol25 entry of this formula, charge and spin): 35.0 kcal per mole
Frontier orbital gap (alpha / beta): 6.3 / 5.7 eV

```
54
Properties=species:S:1:pos:R:3:forces:R:3
W -0.584 -0.476 -0.130 -0.64 -0.25 0.23
Cl -2.572 4.017 5.571 0.01 -0.02 0.00
C -1.882 2.962 4.401 -0.01 0.01 0.02
C -0.498 2.887 4.252 0.03 0.02 0.00
Cl 0.528 3.852 5.236 -0.01 0.00 -0.01
C 0.056 2.040 3.302 -0.03 -0.01 -0.01
Cl 1.759 1.939 3.077 0.00 0.00 0.01
C -0.758 1.248 2.483 0.13 0.17 -0.02
O -0.187 0.458 1.596 -0.35 -0.36 -1.04
C -2.144 1.344 2.634 -0.02 0.00 -0.04
Cl -3.136 0.429 1.562 -0.04 0.18 0.09
C -2.703 2.186 3.587 -0.03 0.00 0.00
Cl -4.411 2.267 3.753 0.02 0.01 -0.01
O -1.846 -0.286 -1.269 1.29 -0.03 1.10
N -0.323 -2.595 -2.181 0.03 -0.05 -0.15
C -0.990 -3.181 -3.169 0.03 0.00 -0.06
C -0.559 -3.149 -4.484 0.04 0.02 0.01
C 0.619 -2.470 -4.767 -0.03 -0.05 0.00
C 1.316 -1.857 -3.742 0.29 0.08 0.10
C 0.805 -1.950 -2.451 -0.23 -0.24 -0.18
S 1.582 -1.192 -1.039 -0.51 0.50 -0.20
H -1.899 -3.698 -2.883 -0.01 0.02 0.00
H -1.129 -3.637 -5.262 0.00 -0.01 0.01
H 0.992 -2.416 -5.782 0.00 0.00 0.00
H 2.237 -1.322 -3.931 -0.02 0.03 0.00
O 0.038 1.556 -0.762 0.14 -0.23 -0.04
S 1.475 2.037 -0.999 -0.16 -0.04 0.17
C 1.485 3.622 -0.200 -0.03 0.10 -0.08
C 0.305 4.332 -0.029 0.03 -0.02 0.02
C 0.352 5.542 0.642 0.01 0.01 0.02
C 1.564 6.028 1.122 -0.04 0.00 0.00
C 2.733 5.306 0.944 0.02 -0.02 -0.01
C 2.697 4.085 0.285 0.01 0.03 0.00
C 1.466 2.479 -2.721 0.08 0.10 0.01
C 2.693 2.610 -3.352 -0.01 0.01 -0.02
C 2.722 2.977 -4.689 0.01 -0.01 0.02
C 1.533 3.191 -5.371 -0.02 0.00 -0.01
C 0.312 3.030 -4.728 -0.01 0.00 -0.02
C 0.268 2.670 -3.390 0.03 -0.04 0.00
H -0.630 3.929 -0.393 0.00 -0.01 0.00
H -0.558 6.106 0.797 0.00 0.00 0.00
H 1.591 6.972 1.650 0.00 0.00 0.00
H 3.670 5.679 1.335 0.00 0.00 0.00
H 3.596 3.492 0.170 0.00 0.00 0.00
H 3.613 2.422 -2.810 0.00 0.00 0.00
H 3.670 3.083 -5.199 0.00 0.01 0.00
H 1.556 3.476 -6.415 0.00 -0.01 0.00
H -0.611 3.180 -5.272 0.00 0.00 0.00
H -0.672 2.511 -2.878 0.00 0.01 0.01
Se -4.292 -4.621 1.334 0.06 0.02 0.04
Sb -1.893 -4.857 1.960 -0.28 -0.69 0.06
Se -1.061 -2.440 0.951 0.26 0.65 -0.06
Se -1.051 -6.239 0.249 0.01 0.00 -0.09
Se -1.330 -4.655 4.220 -0.03 0.09 0.11
```
Positions in Å, forces in eV/Å.

***

[3]
Below is a structure of composition C30H39AgN5P2, with properties calculated with ωB97M-V with the def2-TZVPD basis set.

## Properties
Electronic energy: -2269.91585 a.u.
E_HOMO: -10.459 eV
Strongest force on any atom: 0.0042 Eh/bohr
Total charge: +1
Frontier orbital gap: 8.7 eV

```
77
Properties=species:S:1:pos:R:3:forces:R:3
Ag -1.381 0.255 -0.537 0.12 0.04 -0.05
N -1.653 -1.984 -1.399 -0.01 -0.02 -0.01
C -1.994 -1.951 -2.826 -0.03 -0.01 -0.01
C -3.272 -1.158 -3.055 0.01 -0.02 -0.01
N -3.122 0.255 -2.721 0.01 0.02 0.02
C -4.362 0.876 -2.272 0.01 0.01 0.00
C -4.152 2.053 -1.329 0.00 -0.02 -0.02
N -3.412 1.632 -0.134 -0.02 -0.01 0.03
C -2.444 1.001 -3.781 -0.02 0.01 -0.01
C -1.352 1.957 -3.316 0.02 0.00 -0.01
N -0.346 1.255 -2.517 -0.01 -0.01 0.00
H -0.752 -2.434 -1.263 0.00 0.01 0.00
H -2.334 -2.544 -0.897 0.00 0.00 0.00
H -2.123 -2.953 -3.246 0.01 0.00 0.00
H -1.159 -1.488 -3.356 0.01 0.00 -0.01
H -4.054 -1.584 -2.422 0.00 0.00 0.00
H -3.600 -1.299 -4.095 -0.01 0.00 0.00
H -4.943 0.121 -1.737 0.00 0.00 0.00
H -4.980 1.211 -3.119 0.00 0.00 0.00
H -5.134 2.472 -1.086 -0.01 0.00 -0.01
H -3.589 2.844 -1.821 0.00 0.01 0.01
H -4.008 1.064 0.459 -0.01 0.01 0.01
H -3.137 2.433 0.422 0.01 0.02 0.01
H -3.171 1.564 -4.383 0.00 0.00 0.00
H -1.981 0.281 -4.463 0.00 0.01 0.00
H -1.764 2.750 -2.694 -0.01 0.01 0.00
H -0.929 2.435 -4.206 0.00 0.00 0.00
H 0.365 1.887 -2.167 -0.01 0.00 0.01
H 0.150 0.566 -3.074 -0.02 -0.01 0.00
N 1.627 0.335 1.159 0.12 0.09 -0.15
P -0.023 0.525 1.457 -0.08 -0.07 -0.02
C -0.194 2.110 2.330 -0.09 -0.03 0.03
C 0.739 3.127 2.182 0.04 0.05 0.03
C 0.516 4.371 2.764 0.04 -0.04 -0.04
C -0.641 4.603 3.488 -0.04 -0.01 0.02
C -1.582 3.589 3.637 0.01 0.04 0.00
C -1.362 2.351 3.059 0.04 0.01 -0.05
C -0.318 -0.700 2.763 0.02 0.00 0.05
C 0.213 -0.537 4.043 -0.05 -0.01 0.00
C 0.067 -1.537 4.991 0.00 0.02 -0.01
C -0.611 -2.706 4.668 0.01 -0.01 0.00
C -1.149 -2.873 3.400 -0.02 0.01 0.00
C -1.005 -1.870 2.452 -0.01 0.03 0.03
P 2.249 0.219 -0.446 -0.15 0.10 0.12
C 4.026 0.147 -0.032 0.06 -0.11 -0.01
C 4.871 -0.805 -0.600 -0.02 0.01 0.01
C 6.235 -0.774 -0.347 0.00 0.00 0.02
C 6.770 0.200 0.482 0.01 0.00 0.01
C 5.935 1.148 1.057 -0.01 0.01 0.01
C 4.574 1.126 0.798 0.00 0.01 -0.01
C 1.896 -1.516 -0.922 0.07 -0.05 -0.02
C 1.628 -2.527 0.000 0.02 0.04 -0.02
C 1.331 -3.811 -0.433 0.01 -0.03 -0.01
C 1.310 -4.104 -1.793 0.00 -0.02 0.01
C 1.585 -3.107 -2.719 0.00 0.05 0.00
C 1.864 -1.817 -2.282 0.00 -0.04 0.02
H 2.227 0.052 1.924 0.01 -0.02 0.03
H 1.644 2.949 1.615 0.00 0.00 -0.01
H 1.250 5.158 2.649 0.00 0.00 0.00
H -0.813 5.571 3.939 0.00 0.00 0.01
H -2.484 3.765 4.209 0.00 0.00 0.01
H -2.094 1.561 3.184 -0.01 -0.03 0.02
H 0.724 0.384 4.303 0.02 -0.01 0.01
H 0.476 -1.405 5.983 0.00 0.00 0.00
H -0.726 -3.485 5.411 0.00 0.00 0.00
H -1.688 -3.779 3.154 0.00 0.00 0.00
H -1.430 -1.986 1.461 0.02 -0.02 -0.02
H 4.466 -1.582 -1.235 0.01 0.01 0.00
H 6.881 -1.521 -0.790 -0.01 0.00 -0.01
H 7.833 0.220 0.680 0.00 0.01 0.00
H 6.344 1.912 1.705 0.01 -0.01 0.00
H 3.939 1.878 1.252 -0.03 0.02 -0.03
H 1.651 -2.309 1.060 -0.02 0.00 0.02
H 1.127 -4.590 0.290 0.00 0.00 0.00
H 1.088 -5.109 -2.128 0.00 0.00 0.00
H 1.582 -3.332 -3.778 0.00 0.00 0.00
H 2.083 -1.040 -3.008 -0.02 0.01 -0.01
```
Positions in Å, forces in eV/Å.

***

[4]
Below is a structure of composition C10H13N2 in a non-equilibrium geometry, with properties calculated with ωB97M-V with the def2-TZVPD basis set.

## Properties
2S+1: 3
<S²>: 2.023
Electronic energy: -497.86289 a.u.
E_HOMO (alpha / beta): -8.488 / -13.268 eV
Strongest force on any atom: 0.1336 Eh/bohr
Total charge: +1
Relative energy (zero: lowest compared OMol25 entry of this formula, charge and spin): 50.0 kcal per mole
Frontier orbital gap (alpha / beta): 5.0 / 5.7 eV

```
25
Properties=species:S:1:pos:R:3:forces:R:3
C 4.994 1.207 -0.616 1.71 1.31 -0.15
C -3.294 1.466 -0.559 -2.70 2.39 -0.69
C -2.491 1.884 0.456 1.81 0.14 1.53
C -3.279 0.144 -0.944 -0.07 -4.18 -2.20
C -1.569 1.011 0.983 0.02 1.81 0.13
C -2.307 -0.751 -0.485 -1.88 2.00 -0.61
C -1.420 -0.321 0.512 1.40 -1.94 0.16
C 1.102 -0.628 -1.305 2.67 -3.32 5.39
C -0.262 -1.146 1.122 -2.27 -0.69 0.51
C 1.012 -0.611 0.668 -0.68 -1.03 -5.19
N 4.260 0.863 0.180 -0.29 -0.33 -0.20
N 1.955 0.028 1.343 0.47 0.78 0.51
H 5.823 1.730 -1.107 -0.79 -0.70 -0.07
H -4.055 2.183 -0.989 1.05 -0.97 0.39
H -2.533 2.890 0.815 -0.02 0.42 0.13
H -4.042 -0.279 -1.718 1.46 1.07 1.52
H -0.804 1.334 1.676 -0.22 0.25 0.32
H -2.345 -1.698 -0.923 0.36 -1.56 -0.16
H 0.940 0.384 -1.433 0.27 1.96 -0.99
H 2.174 -1.136 -1.303 -2.29 1.69 -0.81
H 0.347 -1.293 -1.721 0.04 0.12 0.29
H -0.392 -2.290 0.839 0.10 2.14 0.79
H -0.465 -0.906 2.230 0.62 -0.91 -1.02
H 2.838 0.374 0.841 -1.38 -0.61 1.35
H 1.836 0.045 2.368 0.59 0.17 -0.92
```
Positions in Å, forces in eV/Å.